{"formula": "C13H36N2O5P", "method": "wB97M-V/def2-TZVPD", "species": ["P", "O", "O", "O", "O", "O", "N", "N", "C", "C", "C", "C", "C", "C", "C", "C", "C", "C", "C", "C", "C", "H", "H", "H", "H", "H", "H", "H", "H", "H", "H", "H", "H", "H", "H", "H", "H", "H", "H", "H", "H", "H", "H", "H", "H", "H", "H", "H", "H", "H", "H", "H", "H", "H", "H", "H", "H"], "xyz": [[-1.86, 1.78, 0.94], [-1.11, -1.45, -1.07], [2.16, 0.29, -3.61], [-1.71, -2.25, 4.07], [-5.17, 1.30, 2.03], [1.75, 4.07, 0.64], [-1.66, 0.18, 1.14], [-3.05, 2.37, 1.89], [-4.16, 1.82, 1.95], [3.53, 5.32, 1.71], [3.59, 0.12, -5.56], [-1.29, -1.91, -2.43], [3.21, -0.47, -4.22], [4.40, -0.58, -3.28], [2.68, 4.07, 1.73], [-2.42, -2.92, -2.49], [-3.07, -2.35, 3.67], [0.01, -2.45, -2.97], [1.95, 3.90, 3.06], [-3.97, -2.76, 4.83], [-3.22, -3.31, 2.49], [-1.20, -0.09, 2.01], [-1.27, -0.30, 0.32], [2.65, 3.86, 3.89], [-1.57, -1.01, -2.99], [-3.86, -2.06, 5.66], [1.36, 2.99, 3.07], [4.10, -1.01, -2.33], [4.04, 5.41, 0.75], [-2.92, -4.32, 2.79], [0.79, -1.69, -2.91], [-2.60, -3.24, -3.51], [3.99, 1.13, -5.43], [-2.17, -3.80, -1.89], [2.73, 0.18, -6.22], [3.31, 3.19, 1.56], [-0.74, 2.56, 1.23], [-5.02, -2.78, 4.52], [4.27, 5.31, 2.50], [2.90, 6.21, 1.84], [1.19, 4.85, 0.75], [-2.21, 1.94, -0.39], [0.33, -3.32, -2.39], [-1.41, -3.12, 4.37], [-3.35, -2.49, -2.09], [5.19, -1.20, -3.71], [-0.86, -2.20, -0.52], [-3.70, -3.75, 5.18], [4.81, 0.41, -3.08], [2.78, -1.47, -4.37], [2.49, 1.18, -3.46], [-4.25, -3.34, 2.14], [4.36, -0.48, -6.05], [1.28, 4.75, 3.23], [-2.58, -3.00, 1.67], [-0.10, -2.76, -4.01], [-3.33, -1.34, 3.35]], "nbo_charge": [1.526, -0.775, -0.735, -0.736, -0.366, -0.733, -1.169, -0.908, 0.947, -0.633, -0.631, 0.105, 0.095, -0.631, 0.092, -0.632, 0.103, -0.642, -0.628, -0.634, -0.629, 0.441, 0.473, 0.228, 0.182, 0.223, 0.194, 0.213, 0.225, 0.210, 0.242, 0.229, 0.200, 0.205, 0.220, 0.179, 0.016, 0.220, 0.222, 0.201, 0.458, 0.003, 0.200, 0.470, 0.215, 0.219, 0.474, 0.208, 0.200, 0.172, 0.462, 0.221, 0.219, 0.201, 0.198, 0.225, 0.150], "total_charge": 1, "e_tot_ev": -36565.4099, "gap_ev": 9.20, "molar_mass_g_mol": 331.41, "e_homo_ev": -12.289}